{
  "formula": "C3H10NO3",
  "method": "the ωB97M-V functional and the def2-TZVPD basis",
  "homo_lumo_gap_ev": 7.91,
  "e_above_lowest_kj_mol": 140.6,
  "total_charge": -1,
  "lumo_ev": 4.10,
  "species": ["C", "C", "O", "N", "C", "O", "H", "H", "H", "H", "H", "H", "H", "H", "H", "H", "O"],
  "xyz": [[0.32689, 1.02980, -0.32641], [-1.21447, 1.21767, 0.18222], [-1.52561, 0.25728, 1.12941], [1.10683, 0.69702, 0.90518], [1.33795, -0.79075, 0.81932], [0.23228, -1.49821, 0.60180], [0.77509, 2.11157, -0.59241], [0.58563, 0.26704, -1.01335], [-1.27222, 2.12575, 0.66924], [-1.65573, 0.89231, -0.75927], [-0.89932, -0.65271, 1.08725], [0.55984, 0.87449, 1.71432], [2.09724, -1.06067, 0.06390], [1.90291, -1.06794, 1.76680], [-0.52986, -1.04238, -1.39516], [-0.94786, -2.19029, -2.43508], [-0.87959, -1.16998, -2.41776]],
  "atomic_forces_ev_per_a": [[0.772, 4.286, 3.844], [2.968, -4.463, -2.446], [-0.052, -1.627, 1.366], [1.635, -1.367, -2.099], [1.280, 0.265, 1.581], [-1.658, -0.668, -0.183], [-1.236, -2.232, -0.340], [-0.284, -0.169, -1.109], [-0.683, 2.408, 0.033], [-1.414, 1.436, -0.187], [-0.274, 1.515, -0.852], [-0.632, -0.055, 0.639], [0.152, 0.807, -0.439], [-0.592, 0.241, -0.155], [-1.111, -0.743, -3.000], [0.160, 2.525, 0.059], [0.970, -2.159, 3.289]]
}

{
  "formula": "C20H26N5S2Sn",
  "method": "the ωB97M-V functional and the def2-TZVPD basis",
  "homo_lumo_gap_ev": [3.55, 4.52],
  "e_above_lowest_kj_mol": 323.2,
  "total_charge": 3,
  "lumo_ev": [-12.73, -11.77],
  "species": ["Sn", "C", "C", "C", "C", "C", "C", "C", "H", "H", "H", "H", "H", "H", "H", "H", "S", "C", "C", "C", "C", "C", "N", "H", "H", "H", "H", "N", "C", "C", "C", "N", "C", "C", "H", "H", "H", "H", "H", "H", "C", "N", "C", "S", "N", "C", "H", "H", "H", "H", "H", "H", "H", "H"],
  "xyz": [[0.07619, -0.20733, 0.53226], [0.52639, 1.84127, 4.28596], [1.49289, 1.42917, 3.24016], [1.97179, 2.32687, 2.26536], [3.02499, 1.97627, 1.44026], [3.64839, 0.73757, 1.58196], [3.15959, -0.17983, 2.51436], [2.06609, 0.14077, 3.29666], [-0.37641, 1.22397, 4.27846], [0.25429, 2.89017, 4.21616], [0.97349, 1.67127, 5.27256], [1.58919, 3.33807, 2.23306], [3.41779, 2.69497, 0.73546], [4.53849, 0.50877, 1.01306], [3.68069, -1.10993, 2.68036], [1.72959, -0.55273, 4.05586], [-1.55951, -2.29763, 0.84386], [-0.17991, -3.33383, 0.87806], [-0.32521, -4.72273, 0.96266], [0.81699, -5.50423, 0.93086], [2.05209, -4.87903, 0.81876], [2.09929, -3.48353, 0.74646], [1.01739, -2.72493, 0.78246], [-1.31191, -5.15543, 1.03266], [0.73779, -6.58073, 0.98516], [2.96319, -5.45423, 0.78846], [3.04199, -2.96433, 0.65536], [-5.26981, 3.76327, 0.79446], [-4.20431, 2.97227, 0.73036], [-2.97731, 3.32447, 1.34486], [-1.90221, 2.48147, 1.24536], [-1.93781, 1.30527, 0.59656], [-3.09191, 0.96257, -0.00034], [-4.22211, 1.73647, 0.03416], [-5.24301, 4.64357, 1.29036], [-6.15061, 3.50597, 0.36856], [-2.89661, 4.25127, 1.88966], [-0.95841, 2.74047, 1.70546], [-3.08911, 0.00787, -0.51924], [-5.12271, 1.40837, -0.46064], [2.13149, 0.42597, -5.37034], [1.80699, 0.03377, -4.01194], [0.63009, -0.42913, -3.62654], [0.52749, -1.05873, -1.98944], [-0.39001, -0.48513, -4.45354], [-1.69741, -1.04533, -4.21814], [3.14969, 0.80417, -5.38914], [1.46829, 1.21747, -5.71954], [2.07229, -0.42843, -6.05094], [2.56709, 0.00307, -3.34554], [-0.21951, -0.19723, -5.41454], [-1.88901, -1.12873, -3.14864], [-1.76811, -2.03923, -4.66934], [-2.44901, -0.40453, -4.67884]],
  "atomic_forces_ev_per_a": [[-0.684, 0.703, -0.216], [0.125, 0.139, -0.095], [-0.665, 0.448, 0.417], [0.673, 0.393, -0.815], [-0.505, 0.768, 0.239], [0.186, -0.315, 0.274], [-0.240, -0.073, 0.411], [0.893, -1.099, -0.213], [-0.029, -0.087, -0.047], [-0.053, 0.023, -0.056], [0.035, -0.036, 0.012], [-0.134, 0.000, -0.033], [-0.009, 0.059, -0.030], [0.019, -0.021, -0.080], [-0.026, -0.145, -0.058], [-0.085, -0.042, 0.023], [0.471, -0.259, -0.042], [-0.809, 0.560, -0.036], [-0.087, -0.225, 0.013], [0.162, -0.021, -0.015], [-0.407, -0.357, 0.052], [-0.210, 0.556, 0.000], [0.514, 0.165, -0.145], [-0.052, -0.061, 0.026], [0.044, -0.038, 0.010], [0.127, -0.041, -0.007], [0.125, -0.006, -0.025], [-0.359, 0.202, 0.027], [0.386, -0.295, -0.106], [0.019, -0.169, -0.079], [-0.188, 0.126, 0.062], [0.926, -0.877, -0.203], [-0.370, -0.029, -0.065], [0.139, 0.065, 0.098], [-0.009, -0.177, -0.092], [0.220, 0.047, 0.086], [0.088, 0.103, 0.059], [0.074, 0.084, 0.065], [-0.134, 0.118, -0.022], [-0.057, -0.085, -0.062], [0.039, 0.006, -0.447], [0.188, -0.026, 0.105], [-0.016, 0.481, 0.611], [0.024, -0.628, 0.544], [0.543, 0.306, -0.556], [-0.678, -0.406, 0.159], [-0.047, -0.001, 0.005], [-0.004, 0.056, 0.015], [-0.005, 0.045, 0.043], [-0.331, -0.054, -0.012], [0.051, -0.051, 0.221], [0.047, 0.067, -0.171], [0.012, 0.108, 0.075], [0.064, -0.008, 0.076]]
}